<P>
Formula: C3H7N3O
Source: the OMol25 dataset
Level of theory: the ωB97M-V functional and the def2-TZVPD basis

Each line ends with the Löwdin charge.
Positions of all 14 atoms, in Å:
C  -0.86509  0.15543  -1.87974  -0.133
N  -1.36024  0.86212  -0.73501  0.011
C  -1.11315  0.60800  0.44301  -0.335
N  -1.31109  0.64307  1.69569  0.050
C  0.93716  -0.27028  0.73475  -0.253
O  0.96100  -0.40479  2.02669  0.017
N  2.09271  -0.59507  0.16044  0.117
H  -1.57921  -0.61023  -2.20463  0.078
H  0.08405  -0.34793  -1.64254  0.045
H  -0.71509  0.84777  -2.71346  0.072
H  0.04036  -0.04521  2.29054  0.055
H  -2.27994  0.51339  1.96318  0.080
H  2.19727  -0.48715  -0.83445  0.087
H  2.91126  -0.86912  0.69552  0.110

M: 101.11 u
HOMO level: -0.3173 Ha
HOMO-LUMO gap: 9.57 eV
lowest unoccupied orbital energy: 0.934 eV
spin multiplicity: 1

<Q>
Formula: C3H7N3O
Source: the OMol25 dataset
Level of theory: the ωB97M-V functional and the def2-TZVPD basis

Each line ends with the Löwdin charge.
Positions of all 14 atoms, in Å:
H  0.36432  0.19421  2.16118  0.020
N  0.45024  -0.69074  1.66963  0.059
C  -0.31230  -0.77102  0.54240  -0.459
N  -0.78696  -1.99608  0.37067  0.141
N  -0.72647  0.37975  -0.27787  -0.107
O  -1.13968  -0.28596  -1.41980  -0.091
C  0.42711  1.13435  -0.79469  -0.169
C  1.47375  1.67211  -0.13076  0.025
H  -1.07524  -2.41775  -0.54329  0.136
H  -0.35487  -2.48724  1.05524  0.054
H  -2.12413  -0.15264  -1.14527  0.168
H  -0.02131  1.66962  -1.51984  0.061
H  1.83658  1.26150  0.85804  0.059
H  1.98896  2.48988  -0.82565  0.102

M: 101.11 u
HOMO level: -0.3166 Ha
SMILES: [H]/N=C(/N)N(O)C=C
HOMO-LUMO gap: 9.23 eV
lowest unoccupied orbital energy: 0.616 eV
spin multiplicity: 1

<R>
Formula: C3H7N3O
Source: the OMol25 dataset
Level of theory: the ωB97M-V functional and the def2-TZVPD basis

Each line ends with the Löwdin charge.
Positions of all 14 atoms, in Å:
C  -1.24997  0.97601  0.65109  -0.074
N  -0.82619  0.15887  -0.47689  -0.167
N  -1.33455  -1.22792  -0.31543  0.046
C  0.34975  -1.60791  -0.10907  -0.383
O  0.78128  -2.72047  -0.05955  0.106
N  0.48891  -0.33083  -0.34121  -0.119
C  1.67152  0.51941  -0.21567  -0.017
H  -1.70713  0.60558  1.47028  0.031
H  -0.35565  1.49905  0.96654  0.070
H  -2.10337  1.60598  0.24110  0.108
H  -1.72190  -1.75583  -1.21531  0.128
H  1.35586  1.49459  -0.57235  0.086
H  2.12873  0.67194  0.76950  0.087
H  2.52271  0.11152  -0.79302  0.099

M: 101.11 u
HOMO level: -0.3337 Ha
SMILES: Cn1[nH]c(=O)n1C
HOMO-LUMO gap: 9.86 eV
lowest unoccupied orbital energy: 0.785 eV
spin multiplicity: 1

<S>
Formula: C3H7N3O
Source: the OMol25 dataset
Level of theory: the ωB97M-V functional and the def2-TZVPD basis

Each line ends with the Löwdin charge.
Positions of all 14 atoms, in Å:
H  0.07055  -1.69807  0.62242  0.034
N  -0.49612  -1.03629  1.14971  0.149
C  -0.39356  -0.00362  0.39686  -0.493
N  0.04437  0.07820  -0.96194  0.006
N  0.57453  -1.00895  -1.44271  -0.099
C  0.19061  -1.68583  -2.42224  0.014
O  -0.56518  1.30254  0.70799  -0.116
C  -0.02480  1.70187  1.99543  -0.058
H  0.20606  0.96999  -1.35722  0.139
H  -0.81099  -1.60164  -2.78509  0.070
H  0.88162  -2.41873  -2.83114  0.075
H  -0.40148  2.77626  2.26252  0.119
H  -0.30655  0.89417  2.75793  0.101
H  1.03092  1.73010  1.90747  0.061

M: 101.11 u
HOMO level: -0.3014 Ha
SMILES: [H]/N=C(\NN=C)OC
HOMO-LUMO gap: 8.96 eV
lowest unoccupied orbital energy: 0.763 eV
spin multiplicity: 1

<P> is the most stable structure; the next one sits 24.9 kcal/mol above it.

<P>
Formula: C3H7N3O
Source: the OMol25 dataset
Level of theory: the ωB97M-V functional and the def2-TZVPD basis

Each line ends with the Löwdin charge.
Positions of all 14 atoms, in Å:
H  2.55506  -0.57149  -1.16267  0.051
N  1.84135  -0.16953  -0.56515  0.034
C  0.68604  -0.19763  -1.12539  -0.302
N  -0.42655  0.28893  -0.53251  -0.054
C  -1.76418  0.16732  -1.06941  -0.087
H  0.49884  -0.61651  -2.12129  0.128
H  -0.30228  0.72737  0.37072  0.119
H  -1.75453  -0.52944  -1.91339  0.081
H  -2.15490  1.13031  -1.41943  0.081
H  -2.44370  -0.23664  -0.31161  0.085
N  1.32370  -0.03309  2.18229  0.160
C  0.43744  -0.66231  2.70742  -0.425
O  -0.42379  -1.19518  3.31158  0.109
H  1.73683  -0.11288  1.22661  0.021

M: 101.11 u
HOMO level: -0.3460 Ha
SMILES: [H]/N=C/NC.N=C=O
HOMO-LUMO gap: 10.17 eV
lowest unoccupied orbital energy: 0.749 eV
spin multiplicity: 1

<Q>
Formula: C3H7N3O
Source: the OMol25 dataset
Level of theory: the ωB97M-V functional and the def2-TZVPD basis

Each line ends with the Löwdin charge.
Positions of all 14 atoms, in Å:
C  -2.55421  -0.06538  -0.32918  -0.181
N  -1.44446  -0.26126  0.49497  -0.042
N  -0.41019  -0.36717  -0.24502  -0.071
N  0.60764  -1.01742  -0.17804  0.029
C  1.87586  -1.12722  0.01325  -0.049
C  2.51050  0.24664  0.15085  -0.255
O  1.99724  1.01904  -0.91450  -0.099
H  -2.31756  0.59368  -1.13782  0.061
H  -2.77097  -0.93922  -0.85431  0.046
H  -3.52513  0.26861  0.16468  0.099
H  2.20633  -2.08577  -0.31023  0.102
H  2.18144  0.87123  0.97560  0.112
H  3.68080  0.08668  0.12980  0.152
H  1.04430  1.09508  -0.57182  0.096

M: 101.11 u
HOMO level (spin up / spin down): -0.3173 / -0.3173 Ha
SMILES: C/N=N/N=C\CO
HOMO-LUMO gap (spin up / spin down): 8.93 / 8.94 eV
lowest unoccupied orbital energy (spin up / spin down): 0.302 / 0.302 eV
spin multiplicity: 1

<R>
Formula: C3H7N3O
Source: the OMol25 dataset
Level of theory: the ωB97M-V functional and the def2-TZVPD basis

Each line ends with the Löwdin charge.
Positions of all 14 atoms, in Å:
C  1.62659  0.88551  -0.60424  -0.098
N  1.39486  -0.11781  0.16049  0.005
C  0.22442  -0.84525  0.12013  -0.395
N  0.35771  -2.24543  0.34284  0.076
C  -1.05656  -0.37560  -0.03620  -0.434
N  -1.15372  1.24109  0.03128  0.199
O  -2.17705  -0.87397  0.02793  -0.011
H  2.55888  1.43605  -0.48438  0.057
H  0.97402  1.17919  -1.43793  0.070
H  -0.36416  -2.58288  0.97350  0.075
H  1.27123  -2.42494  0.74461  0.072
H  -0.29272  1.70743  0.33428  0.106
H  -1.44591  1.62571  -0.86677  0.138
H  -1.91761  1.39089  0.69446  0.141

M: 101.11 u
HOMO level (spin up / spin down): -0.2435 / -0.2434 Ha
SMILES: C=N/C(N)=C(\[NH3+])[O-]
HOMO-LUMO gap (spin up / spin down): 6.91 / 6.91 eV
lowest unoccupied orbital energy (spin up / spin down): 0.281 / 0.281 eV
spin multiplicity: 1

<S>
Formula: C3H7N3O
Source: the OMol25 dataset
Level of theory: the ωB97M-V functional and the def2-TZVPD basis

Each line ends with the Löwdin charge.
Positions of all 14 atoms, in Å:
C  1.30817  -0.54171  1.17496  -0.034
C  -0.18526  -0.65574  1.03918  -0.446
O  -0.82978  -1.55615  1.51502  0.082
N  -0.94528  0.76133  0.95500  0.078
C  -0.87530  1.03898  -0.34875  -0.219
N  -0.21003  0.10423  -0.95565  -0.090
N  -0.37433  -0.04570  -2.32439  -0.015
H  1.68581  0.43451  0.88161  0.074
H  1.75662  -1.28943  0.52154  0.084
H  1.57863  -0.75576  2.20937  0.085
H  -1.41274  1.33074  1.64698  0.125
H  -1.49857  1.79717  -0.82590  0.134
H  0.33893  0.40307  -2.89384  0.068
H  -0.33686  -1.02554  -2.59513  0.074

M: 101.11 u
HOMO level: -0.3047 Ha
SMILES: CC(=O)N/C=N/N
HOMO-LUMO gap: 9.31 eV
lowest unoccupied orbital energy: 1.018 eV
spin multiplicity: 1

<P> is the most stable structure; the next one sits 53.0 kcal/mol above it.

<P>
Formula: C3H7N3O
Source: the OMol25 dataset
Level of theory: the ωB97M-V functional and the def2-TZVPD basis

Each line ends with the Löwdin charge.
Positions of all 14 atoms, in Å:
C  -1.08107  -1.56659  -0.04091  -0.165
N  -1.09518  -0.31508  0.68060  0.025
C  -0.22292  0.60757  0.56590  -0.355
N  -0.33826  1.76181  1.29986  0.121
C  1.04329  0.68979  -0.30380  -0.450
N  1.16894  -0.16469  -1.34936  0.173
O  1.90924  1.50516  -0.02615  0.049
H  -1.64124  -2.30466  0.54146  0.071
H  -0.08488  -1.98889  -0.23351  0.067
H  -1.61145  -1.47453  -1.00221  0.079
H  0.51789  2.28720  1.41082  0.086
H  -0.94589  1.69158  2.10199  0.101
H  0.39433  -0.68885  -1.71851  0.081
H  1.98720  -0.03979  -1.92619  0.117

M: 101.11 u
HOMO level: -0.3345 Ha
SMILES: C/N=C(/N)C(N)=O
HOMO-LUMO gap: 10.01 eV
lowest unoccupied orbital energy: 0.904 eV
spin multiplicity: 1

<Q>
Formula: C3H7N3O
Source: the OMol25 dataset
Level of theory: the ωB97M-V functional and the def2-TZVPD basis

Each line ends with the Löwdin charge.
Positions of all 14 atoms, in Å:
C  0.03395  -0.09356  -0.87424  -0.335
C  -0.10470  0.57298  0.43073  -0.447
N  -1.38050  0.92931  0.90203  0.097
N  0.87530  1.45726  0.82868  0.131
C  0.11796  -1.40888  -0.56876  -0.273
O  0.11226  0.56669  -2.07545  0.048
N  0.58589  -2.53546  -0.89624  0.063
H  0.74666  0.10943  -2.64160  0.108
H  -2.10889  0.36068  0.49485  0.099
H  -1.46201  0.96535  1.91066  0.092
H  0.69957  2.10712  1.57748  0.096
H  1.83285  1.19393  0.67366  0.108
H  0.04785  -3.33168  -0.56411  0.038
H  0.00380  -0.89319  0.80230  0.175

M: 101.11 u
HOMO level: -0.2823 Ha
HOMO-LUMO gap: 8.32 eV
lowest unoccupied orbital energy: 0.634 eV
spin multiplicity: 1

<R>
Formula: C3H7N3O
Source: the OMol25 dataset
Level of theory: the ωB97M-V functional and the def2-TZVPD basis

Each line ends with the Löwdin charge.
Positions of all 14 atoms, in Å:
C  0.67923  -0.63397  2.17834  -0.098
N  0.56890  -0.88889  0.94023  0.054
N  -1.12575  -1.11745  0.47360  0.128
C  -1.22899  -0.25660  -0.54729  -0.588
O  -1.88007  -0.32782  -1.57932  0.054
N  -0.09901  0.64611  -0.41154  -0.085
C  0.65352  1.03813  -1.57570  -0.090
H  -0.08709  -0.16640  2.79981  0.071
H  1.63962  -0.89868  2.63283  0.073
H  -1.54086  -2.03042  0.30951  0.118
H  -0.11977  1.25917  0.39463  0.122
H  1.34141  0.22719  -1.82227  0.082
H  -0.01622  1.20083  -2.42553  0.079
H  1.21509  1.94879  -1.36730  0.081

M: 101.11 u
HOMO level: -0.3160 Ha
SMILES: C=NNC(=O)NC
HOMO-LUMO gap: 8.71 eV
lowest unoccupied orbital energy: 0.111 eV
spin multiplicity: 1

<P> is the most stable structure; the next one sits 91.2 kcal/mol above it.

<P>
Formula: C3H7N3O
Source: the OMol25 dataset
Level of theory: the ωB97M-V functional and the def2-TZVPD basis

Each line ends with the Löwdin charge.
Positions of all 14 atoms, in Å:
C  0.14054  -1.14768  0.45963  -0.251
C  -0.62520  -2.31380  0.89596  -0.091
C  -0.58667  1.89264  -1.03529  -0.095
N  -0.35182  -0.06467  0.13711  -0.035
N  2.19052  1.09517  -0.19632  0.049
N  0.04295  1.15648  0.08710  -0.086
O  2.57370  2.18435  -0.12933  -0.031
H  1.24846  -1.26915  0.50129  0.113
H  0.04228  -3.27218  0.92100  0.111
H  -1.50425  -2.50961  0.32855  0.057
H  -1.00485  -2.04984  1.89396  0.082
H  -1.62835  1.93796  -0.87676  0.059
H  -0.08424  2.89649  -1.04088  0.087
H  -0.45308  1.46383  -1.94603  0.031

M: 101.11 u
HOMO level (spin up / spin down): -0.2843 / -0.2895 Ha
HOMO-LUMO gap (spin up / spin down): 8.64 / 7.40 eV
lowest unoccupied orbital energy (spin up / spin down): 0.903 / -0.472 eV
spin multiplicity: 1

<Q>
Formula: C3H7N3O
Source: the OMol25 dataset
Level of theory: the ωB97M-V functional and the def2-TZVPD basis

Each line ends with the Löwdin charge.
Positions of all 14 atoms, in Å:
C  1.09185  1.55224  0.13925  -0.123
N  1.10979  0.21621  -0.41277  -0.088
C  1.00580  -1.05840  0.28300  -0.463
O  1.91531  -1.86615  0.28381  0.077
C  -0.39110  -1.22653  0.49739  -0.075
N  -1.07495  -0.12162  0.12907  -0.030
N  -2.29134  -0.30847  -0.37198  0.048
H  2.09628  1.84320  0.45136  0.070
H  0.38130  1.56210  0.96222  0.068
H  0.78890  2.26310  -0.63435  0.077
H  1.74697  0.13714  -1.20059  0.120
H  -0.83191  -2.19405  0.71520  0.112
H  -2.60631  -1.24968  -0.59874  0.106
H  -2.94061  0.45090  -0.24287  0.101

M: 101.11 u
HOMO level (spin up / spin down): -0.2919 / -0.2919 Ha
SMILES: CNC(=O)/C=N/N
HOMO-LUMO gap (spin up / spin down): 8.07 / 8.07 eV
lowest unoccupied orbital energy (spin up / spin down): 0.127 / 0.126 eV
spin multiplicity: 1

<R>
Formula: C3H7N3O
Source: the OMol25 dataset
Level of theory: the ωB97M-V functional and the def2-TZVPD basis

Each line ends with the Löwdin charge.
Positions of all 14 atoms, in Å:
H  2.30476  1.54998  0.26914  0.046
N  2.31476  0.70825  -0.30076  0.138
C  1.18544  0.10768  -0.30663  -0.411
C  0.76894  -1.21622  -0.63062  -0.085
N  -0.53435  -1.28533  -0.19733  0.012
O  -0.71941  -2.52824  0.50406  -0.057
N  -0.03464  0.53087  0.43515  -0.113
C  -1.06463  1.40464  -0.09803  -0.097
H  1.38031  -2.05782  -0.93176  0.107
H  -1.68206  -2.65632  0.47550  0.088
H  0.08438  0.57674  1.44287  0.137
H  -1.10400  1.31764  -1.18341  0.087
H  -0.87443  2.44027  0.19385  0.070
H  -2.02508  1.10785  0.32797  0.077

M: 101.11 u
HOMO level (spin up / spin down): -0.2758 / -0.2755 Ha
SMILES: [H]/N=C(/C=N/O)NC
HOMO-LUMO gap (spin up / spin down): 7.57 / 7.57 eV
lowest unoccupied orbital energy (spin up / spin down): 0.063 / 0.075 eV
spin multiplicity: 1

<Q> is the most stable structure; the next one sits 53.9 kcal/mol above it.